{
  "formula": "C5H22N3O4",
  "method": "wB97M-V/def2-TZVPD",
  "lumo_energy_ev": [0.39, 0.30],
  "total_charge": 0,
  "spin_multiplicity": 2,
  "homo_lumo_gap_ev": [2.826, 8.332],
  "homo_energy_ha": [-0.0894, -0.2952],
  "s2": 0.750,
  "symbols": ["C", "C", "C", "C", "C", "N", "N", "N", "H", "H", "H", "H", "H", "H", "H", "H", "H", "H", "H", "H", "H", "H", "H", "H", "O", "H", "H", "O", "H", "H", "O", "H", "H", "O"],
  "xyz": [[1.800, -2.280, -1.246], [0.679, -1.399, -0.740], [0.992, -0.867, 0.651], [-0.154, -0.066, 1.258], [-0.099, 0.243, 2.557], [-1.121, 0.943, 3.208], [-1.283, 0.153, 0.427], [0.497, -0.308, -1.741], [2.701, -1.721, -1.501], [2.021, -3.144, -0.629], [1.528, -2.722, -2.212], [-0.259, -1.941, -0.780], [1.310, -1.728, 1.226], [1.871, -0.231, 0.532], [0.752, 0.087, 3.209], [-1.202, 1.019, 4.202], [-2.068, 0.874, 2.860], [-1.766, 0.973, 0.761], [-1.907, -0.652, 0.341], [-0.439, 0.104, -1.669], [1.277, 0.359, -1.836], [0.336, -0.799, -2.633], [1.902, 1.813, -0.297], [2.851, 2.340, -1.373], [2.487, 1.517, -1.011], [1.371, 3.662, 1.869], [0.879, 2.228, 1.830], [1.414, 2.862, 1.331], [-4.295, 1.124, -1.301], [-4.418, 1.462, 0.311], [-3.872, 1.348, -0.464], [-1.703, -2.545, -3.135], [-0.863, -3.607, -2.612], [-0.750, -2.706, -2.985]]
}